Density functional theory data (ωB97M-V/def2-TZVPD) for a structure of composition C4H8O4 at a distorted geometry.

Results
* net charge: 0
* relative energy (zero: lowest compared OMol25 entry of this formula, charge and spin): 9.533 eV
* orbital gap: 9.4 eV
* HOMO energy: -9.10 eV
* total energy: -457.88284 a.u.

The geometry in XYZ format:
```
16
Properties=species:S:1:pos:R:3:forces:R:3
C -1.074 -0.595 0.839 1.6 -6.3 0.4
C 0.168 -0.472 0.126 3.9 -1.4 -1.1
C 1.276 0.410 0.572 -2.4 1.3 3.1
C 0.191 0.838 -0.569 2.1 1.3 -0.9
H -1.929 -0.080 -0.953 -1.0 -3.4 4.6
H -1.019 -1.603 1.362 0.0 1.6 0.6
H -1.463 0.220 1.198 -0.2 4.3 4.5
H 0.331 -1.523 -1.593 1.7 -1.4 5.0
H 1.223 0.936 1.604 0.1 -1.0 -1.8
H 2.358 -0.551 -0.849 0.8 2.3 5.0
H 1.011 1.190 -1.405 -3.0 -0.9 1.3
H -1.094 2.267 0.281 -0.1 -3.0 -2.5
O -2.079 -0.806 -0.013 -3.1 0.5 -8.4
O 0.712 -1.705 -0.491 -2.8 2.7 -5.1
O 2.543 0.089 0.228 -0.6 -2.0 -5.5
O -1.155 1.384 -0.336 3.0 5.5 0.8
```
Positions in Å, forces in eV/Å.

natural (NBO) atomic charge list, values in e, 8 entries: number 1, C, carries -0.112; number 2, C, carries 0.121; number 3, C, carries 0.114; number 4, C, carries -0.060; number 5, H, carries 0.476; number 6, H, carries 0.203; number 7, H, carries 0.211; number 8, H, carries 0.476

---

Density functional theory data (ωB97M-V/def2-TZVPD) for an isolated molecule of C4H8N2O at a distorted geometry.

Results
* net charge: 0
* relative energy (zero: lowest compared OMol25 entry of this formula, charge and spin): 1.547 eV
* SMILES: C[C@](O)(C#N)CN
* orbital gap: 10.6 eV
* HOMO energy: -9.92 eV
* total energy: -341.94680 a.u.

The geometry in XYZ format:
```
15
Properties=species:S:1:pos:R:3:forces:R:3
C 0.469 1.418 -0.464 0.0 0.1 0.0
C 0.487 0.019 0.151 0.0 0.1 -0.2
O 0.278 0.176 1.549 0.1 -0.2 0.2
C -0.633 -0.883 -0.457 0.1 -0.2 -0.1
N -1.930 -0.636 0.141 0.1 0.2 0.0
C 1.812 -0.622 -0.041 0.8 -0.5 -0.1
N 2.826 -1.175 -0.115 -0.9 0.5 0.0
H 0.919 2.129 0.230 0.0 -0.1 -0.1
H -0.562 1.728 -0.662 0.1 0.0 0.1
H 1.023 1.437 -1.406 -0.1 0.0 0.1
H 0.479 -0.665 1.987 0.0 0.2 0.0
H -0.367 -1.938 -0.318 0.0 0.2 0.1
H -0.689 -0.716 -1.539 0.1 0.0 0.2
H -2.320 0.239 -0.195 0.0 -0.1 0.0
H -1.792 -0.510 1.140 -0.2 -0.1 -0.1
```
Positions in Å, forces in eV/Å.

natural (NBO) atomic charge list, values in e, 8 entries: number 1, C, carries -0.612; number 2, C, carries 0.131; number 3, O, carries -0.698; number 4, C, carries -0.230; number 5, N, carries -0.814; number 6, C, carries 0.247; number 7, N, carries -0.307; number 8, H, carries 0.237

---

Density functional theory data (ωB97M-V/def2-TZVPD) for a cluster of 2 separate species, CH2O2S in total at a distorted geometry.

Results
* net charge: 0
* relative energy (zero: lowest compared OMol25 entry of this formula, charge and spin): 4.489 eV
* orbital gap (spin up / spin down): 8.6 / 8.6 eV
* HOMO energy (spin up / spin down): -8.99 / -8.99 eV
* total energy: -587.82183 a.u.

The geometry in XYZ format:
```
6
Properties=species:S:1:pos:R:3:forces:R:3
C -0.096 0.114 -0.109 -2.8 -3.6 -0.8
O 2.195 -1.115 0.085 -0.8 1.1 0.3
O -0.890 1.125 0.291 -2.3 -0.3 -1.0
S 1.415 0.120 0.444 1.4 -1.3 -0.5
H -0.767 -1.263 -0.699 2.1 4.1 1.5
H -1.856 1.019 -0.012 2.4 0.1 0.6
```
Positions in Å, forces in eV/Å.

Charges in e, computed with natural (NBO), in the same order as the atoms: number 1, C, carries -0.130; number 2, O, carries -0.911; number 3, O, carries -0.687; number 4, S, carries 1.035; number 5, H, carries 0.181; number 6, H, carries 0.512

---

Density functional theory data (ωB97M-V/def2-TZVPD) for the ion C4H9N with charge +1 at a distorted geometry.

Results
* ⟨S²⟩: 0.766
* 2S+1: 2
* net charge: +1
* relative energy (zero: lowest compared OMol25 entry of this formula, charge and spin): 0.957 eV
* orbital gap (spin up / spin down): 10.7 / 9.7 eV
* HOMO energy (spin up / spin down): -14.43 / -16.71 eV
* total energy: -212.24496 a.u.

The geometry in XYZ format:
```
14
Properties=species:S:1:pos:R:3:forces:R:3
C 1.384 0.448 2.052 -0.4 0.0 -0.9
C 0.809 -0.413 0.971 -0.3 0.0 1.6
C -0.144 0.098 0.120 -1.2 0.5 -1.4
N -0.616 -0.472 -1.003 3.5 -0.7 1.4
C -1.350 0.179 -2.008 -1.9 1.4 -1.9
H 2.361 0.787 1.664 0.1 -0.3 0.7
H 0.807 1.348 2.276 -0.1 0.0 -0.3
H 1.400 -0.159 2.946 0.8 0.0 0.3
H 1.006 -1.473 1.122 0.2 0.1 -0.9
H -0.558 1.077 0.335 0.0 0.1 0.0
H 0.035 -1.209 -1.289 -0.9 -0.3 -0.2
H -0.959 0.200 -3.056 0.5 -0.6 1.1
H -2.324 -0.321 -2.119 0.1 0.3 0.2
H -1.483 1.248 -1.777 -0.2 -0.5 0.2
```
Positions in Å, forces in eV/Å.

natural (NBO) atomic charge list, values in e, 8 entries: number 1, C, carries -0.677; number 2, C, carries 0.008; number 3, C, carries 0.076; number 4, N, carries -0.363; number 5, C, carries -0.462; number 6, H, carries 0.276; number 7, H, carries 0.244; number 8, H, carries 0.259

---

Density functional theory data (ωB97M-V/def2-TZVPD) for an isolated molecule of C4H6O at a distorted geometry.

Results
* ⟨S²⟩: 2.007
* 2S+1: 3
* net charge: 0
* relative energy (zero: lowest compared OMol25 entry of this formula, charge and spin): 2.406 eV
* orbital gap (spin up / spin down): 5.8 / 9.7 eV
* HOMO energy (spin up / spin down): -4.68 / -11.13 eV
* total energy: -230.99139 a.u.

The geometry in XYZ format:
```
11
Properties=species:S:1:pos:R:3:forces:R:3
C -0.526 -0.701 0.337 -4.3 -7.4 0.9
C 0.037 0.520 0.306 4.6 6.6 -0.9
C -1.290 -1.892 0.703 2.0 -0.8 1.1
C 0.981 0.890 -0.836 0.2 0.1 2.0
O -0.452 -1.788 -0.477 0.2 0.7 -1.5
H -0.187 1.399 0.903 -0.7 -0.7 0.1
H -0.799 -2.716 1.313 -0.9 1.1 -0.1
H -2.345 -2.061 0.527 -0.2 0.3 -0.1
H 0.986 2.000 -0.703 1.1 -1.0 -0.7
H 0.441 0.672 -1.712 -0.8 -0.2 -1.7
H 1.963 0.292 -0.985 -1.2 1.2 0.7
```
Positions in Å, forces in eV/Å.

natural (NBO) atomic charge list, values in e, 8 entries: number 1, C, carries 0.152; number 2, C, carries -0.148; number 3, C, carries -0.124; number 4, C, carries -0.671; number 5, O, carries -0.414; number 6, H, carries 0.201; number 7, H, carries 0.165; number 8, H, carries 0.180

---

Density functional theory data (ωB97M-V/def2-TZVPD) for a structure of composition C30H27N3O2PSYb at a distorted geometry.

Results
* ⟨S²⟩: 0.751
* 2S+1: 2
* net charge: +2
* orbital gap (spin up / spin down): 8.4 / 7.6 eV
* HOMO energy (spin up / spin down): -14.25 / -14.25 eV
* total energy: -3371.89165 a.u.

The geometry in XYZ format:
```
65
Properties=species:S:1:pos:R:3:forces:R:3
Yb 16.537 11.122 10.022 -0.2 0.2 0.7
N 18.360 10.671 8.475 -1.1 0.2 0.2
C 19.183 11.810 8.182 -1.1 1.0 -0.4
C 20.504 11.626 7.906 0.7 1.0 0.1
C 21.307 12.772 7.738 0.0 -1.6 0.4
C 20.810 14.033 7.870 -1.1 0.7 -0.8
C 19.444 14.212 7.968 -1.2 -1.3 0.7
C 18.571 13.089 8.133 1.6 1.0 -0.2
P 16.826 13.322 8.552 0.3 0.5 0.2
C 17.009 13.953 10.287 -0.2 -0.9 0.6
C 16.087 14.797 10.898 1.3 -0.4 1.6
C 16.036 14.964 12.305 -0.1 0.1 -2.0
C 16.874 14.218 13.127 -0.9 0.8 -1.2
C 17.814 13.405 12.565 0.2 -0.3 -1.5
C 17.871 13.238 11.155 -0.4 0.3 1.0
C 15.901 14.479 7.525 1.3 -0.9 0.1
C 14.541 14.324 7.461 -0.8 -1.4 2.6
C 13.782 15.227 6.803 -2.2 0.4 -1.0
C 14.347 16.197 5.969 -1.4 -0.3 0.7
C 15.695 16.278 5.946 2.2 0.3 -0.6
C 16.494 15.402 6.732 0.3 2.0 -1.7
H 17.792 10.455 7.655 0.2 -0.2 0.1
H 18.905 9.859 8.702 0.4 -0.5 -0.1
H 20.872 10.610 7.880 0.4 0.1 -0.1
H 22.347 12.659 7.573 0.9 -0.2 -0.2
H 21.413 14.907 7.742 0.5 0.2 0.1
H 19.020 15.201 8.018 0.0 0.2 0.0
H 15.532 15.427 10.286 -1.3 0.9 -0.9
H 15.326 15.741 12.585 0.2 -0.4 0.7
H 16.802 14.305 14.163 0.0 0.2 1.6
H 18.538 12.962 13.219 0.3 -0.5 0.0
H 18.673 12.642 10.773 0.7 -0.3 -0.4
H 14.145 13.538 8.147 -0.3 0.7 -0.9
H 12.681 15.175 6.850 0.7 -0.1 0.0
H 13.676 16.853 5.411 0.4 -0.1 0.1
H 16.173 17.014 5.268 -0.1 -0.6 0.6
H 17.562 15.477 6.600 0.1 0.1 0.2
C 8.470 9.925 13.133 -0.2 0.9 -0.9
C 9.858 10.156 12.649 0.6 -0.3 -1.0
C 10.939 9.857 13.452 0.5 0.6 -1.1
C 12.256 10.095 13.088 0.1 0.2 0.1
C 12.513 10.651 11.841 0.3 -0.2 -0.4
C 11.431 10.884 10.964 1.4 -0.6 0.6
C 10.157 10.566 11.346 -1.1 1.5 0.5
S 14.226 10.924 11.288 -2.1 0.1 0.3
O 14.145 11.598 9.967 0.3 0.0 -0.2
O 15.082 11.720 12.160 0.0 -0.5 0.2
N 15.096 9.594 11.025 -0.5 0.1 0.2
C 14.819 8.956 9.795 -0.1 -0.4 -0.2
C 13.807 8.057 9.463 -0.7 0.3 2.8
C 13.730 7.572 8.202 -1.2 -1.3 -1.8
C 14.604 7.958 7.187 1.8 1.4 1.0
C 15.628 8.818 7.626 -0.1 0.5 -1.1
N 15.712 9.326 8.871 -0.1 -0.7 -0.7
H 8.423 8.960 13.568 -0.3 -1.1 0.3
H 7.765 10.038 12.297 0.1 -0.2 0.4
H 8.184 10.617 13.918 0.1 0.3 0.1
H 10.670 9.468 14.365 0.1 -0.8 2.2
H 13.054 9.907 13.791 0.1 -0.1 0.0
H 11.602 11.253 9.993 0.3 0.5 -1.0
H 9.345 10.945 10.727 0.1 -0.6 -0.2
H 13.060 7.745 10.248 1.0 0.4 -1.0
H 12.913 6.865 7.978 0.5 0.4 0.0
H 14.581 7.709 6.130 -0.3 -0.4 0.4
H 16.395 9.248 6.943 -0.8 -0.7 0.2
```
Positions in Å, forces in eV/Å.

natural (NBO) atomic charge list, values in e, 8 entries: number 1, Yb, carries 1.906; number 2, N, carries -0.901; number 3, C, carries 0.134; number 4, C, carries -0.224; number 5, C, carries -0.126; number 6, C, carries -0.208; number 7, C, carries -0.124; number 8, C, carries -0.392